No. 1
{
  "formula": "C8H17N3O2",
  "method": "ωB97M-V/def2-TZVPD",
  "homo_ev": -8.6,
  "gap_ev": 9.36,
  "species": ["C", "C", "C", "N", "N", "C", "C", "C", "H", "H", "H", "H", "H", "H", "H", "H", "H", "H", "H", "H", "H", "H", "C", "O", "C", "N", "O", "H", "H", "H"],
  "coordinates": [[-2.609, 2.784, -0.027], [-1.163, 2.197, -0.066], [-1.118, 0.635, 0.164], [0.148, 0.186, -0.282], [0.632, -0.921, -0.169], [0.049, -1.895, 0.748], [1.201, -2.484, 1.655], [-0.463, -3.100, -0.142], [-2.815, 3.330, -0.959], [-2.877, 3.418, 0.807], [-3.385, 1.941, -0.041], [-0.729, 2.283, -1.111], [-0.355, 2.808, 0.537], [-2.004, 0.228, -0.493], [-1.262, 0.294, 1.125], [-0.717, -1.631, 1.335], [0.706, -3.273, 2.233], [1.450, -1.752, 2.401], [1.948, -2.848, 0.993], [-0.529, -4.039, 0.448], [0.151, -3.266, -1.002], [-1.555, -2.829, -0.527], [2.335, 2.050, -1.549], [3.295, 1.064, -1.213], [3.448, 0.755, 0.004], [3.916, 0.042, 0.904], [2.955, 1.294, 1.106], [1.306, 1.581, -1.590], [2.670, 2.535, -2.574], [2.386, 2.799, -0.871]],
  "mulliken_charge": [-1.14, 0.03, -0.77, 0.24, -0.65, 0.39, -1.58, -1.35, 0.31, 0.31, 0.28, 0.11, 0.29, 0.22, 0.50, 0.56, 0.49, 0.35, 0.38, 0.36, 0.40, 0.26, -0.60, -0.33, 1.04, -0.55, -0.39, 0.22, 0.24, 0.38]
}

=====

No. 2
{
  "formula": "C10H20N2O2",
  "method": "ωB97M-V/def2-TZVPD",
  "homo_ev": -8.6,
  "gap_ev": 9.40,
  "species": ["C", "C", "C", "N", "C", "C", "C", "O", "N", "C", "C", "O", "C", "C", "H", "H", "H", "H", "H", "H", "H", "H", "H", "H", "H", "H", "H", "H", "H", "H", "H", "H", "H", "H"],
  "coordinates": [[2.422, 2.662, 1.428], [1.015, 2.826, 0.864], [0.111, 1.596, 1.057], [0.398, 0.416, 0.274], [1.485, -0.437, 0.705], [1.119, -1.929, 0.528], [-0.342, -2.107, 0.150], [-1.124, -2.684, 0.887], [-0.708, -1.646, -1.068], [-2.102, -1.767, -1.465], [-3.060, -0.912, -0.612], [-3.636, -1.632, 0.437], [0.170, -0.791, -1.828], [0.328, 0.585, -1.155], [2.381, 2.363, 2.473], [2.986, 1.915, 0.877], [2.962, 3.605, 1.365], [1.072, 3.072, -0.199], [0.531, 3.666, 1.367], [0.121, 1.302, 2.109], [-0.916, 1.893, 0.810], [2.418, -0.220, 0.158], [1.666, -0.243, 1.762], [1.265, -2.466, 1.465], [1.743, -2.405, -0.230], [-2.401, -2.815, -1.355], [-2.176, -1.490, -2.517], [-2.510, -0.038, -0.231], [-3.892, -0.558, -1.228], [-2.913, -2.108, 0.887], [-0.237, -0.665, -2.832], [1.148, -1.270, -1.924], [1.221, 1.078, -1.581], [-0.544, 1.206, -1.376]],
  "mulliken_charge": [-1.12, -0.36, -1.08, 0.42, -0.69, -1.03, 0.92, -0.76, 0.18, -0.86, -0.09, -0.61, -1.25, -0.79, 0.28, 0.24, 0.39, 0.26, 0.39, 0.56, 0.32, 0.21, 0.51, 0.36, 0.34, 0.40, 0.37, -0.02, 0.35, 0.44, 0.41, 0.37, 0.38, 0.54]
}

=====

No. 3
{
  "formula": "C5H33N2O10",
  "method": "ωB97M-V/def2-TZVPD",
  "homo_ev": -10.7,
  "gap_ev": 8.24,
  "total_charge": 1,
  "species": ["C", "C", "C", "C", "N", "C", "N", "H", "H", "H", "H", "H", "H", "H", "H", "H", "H", "H", "H", "H", "H", "H", "O", "H", "H", "O", "H", "H", "O", "H", "H", "O", "H", "H", "O", "H", "H", "O", "H", "H", "O", "H", "H", "O", "H", "H", "O", "H", "H", "O"],
  "coordinates": [[0.336, 0.806, 0.000], [-0.495, 0.158, 1.229], [0.353, -0.683, 2.082], [0.614, -1.970, 1.821], [1.660, -2.597, 2.490], [1.015, 0.061, 3.213], [-0.400, 1.555, -1.014], [1.097, -0.084, -0.366], [1.155, 1.326, 0.389], [-1.230, -0.556, 0.624], [-0.833, 1.096, 1.731], [-0.007, -2.403, 1.019], [1.778, -3.576, 2.406], [2.660, -2.276, 2.297], [1.802, 0.634, 2.689], [1.415, -0.494, 4.001], [0.413, 0.899, 3.682], [0.034, 1.571, -1.975], [-0.635, 2.479, -0.584], [-1.347, 0.930, -1.240], [2.998, -0.211, -0.875], [3.061, -1.741, -0.829], [2.594, -0.943, -1.296], [-1.959, -1.556, 4.051], [-1.664, -0.359, 3.135], [-2.111, -1.196, 3.194], [-2.537, -1.688, 1.505], [-2.916, -0.726, 0.322], [-2.847, -1.618, 0.696], [-3.940, -1.261, -2.366], [-2.426, -2.019, -2.198], [-2.982, -1.243, -2.478], [0.739, -1.521, -1.040], [0.705, -1.355, -2.568], [0.073, -1.544, -1.795], [-2.235, 0.812, -4.036], [-1.421, 0.694, -5.258], [-1.271, 0.572, -4.318], [4.657, 0.252, 1.189], [5.117, -0.269, -0.024], [4.323, -0.323, 0.476], [0.860, 0.934, -3.847], [2.474, 0.584, -3.579], [1.692, 1.176, -3.391], [-3.151, 3.358, -2.838], [-3.842, 2.959, -1.668], [-2.992, 3.001, -2.024], [-0.858, 3.125, 2.513], [0.545, 2.468, 2.768], [-0.075, 2.764, 2.088]],
  "mulliken_charge": [-0.37, 0.00, 0.59, -0.30, -0.59, -1.71, 0.01, -0.96, 0.99, -0.28, 0.63, 0.27, 0.29, 0.18, 0.44, 0.52, 0.24, 0.16, 0.47, 0.42, 0.38, 0.25, -0.59, 0.32, 0.30, -0.69, 0.39, 0.41, -0.63, 0.28, 0.28, -0.56, 0.17, 0.30, -0.49, 0.29, 0.27, -0.59, 0.29, 0.25, -0.58, 0.31, 0.31, -0.65, 0.27, 0.29, -0.55, 0.32, 0.26, -0.62]
}

=====

No. 4
{
  "formula": "C20H37N3O3",
  "method": "ωB97M-V/def2-TZVPD",
  "homo_ev": -4.2,
  "gap_ev": 1.74,
  "species": ["C", "C", "C", "C", "O", "C", "C", "C", "C", "N", "N", "O", "C", "C", "C", "H", "H", "H", "H", "H", "H", "H", "H", "H", "H", "H", "H", "H", "H", "H", "H", "H", "H", "H", "C", "C", "C", "C", "C", "C", "N", "O", "C", "C", "C", "H", "H", "H", "H", "H", "H", "H", "H", "H", "H", "H", "H", "H", "H", "H", "H", "H", "H"],
  "coordinates": [[-1.795, -1.878, 5.710], [-1.003, -3.203, 5.268], [0.590, -3.025, 5.103], [1.126, -1.524, 5.246], [2.486, -1.341, 4.680], [2.617, 0.098, 4.630], [3.129, 0.751, 5.918], [3.186, 2.341, 5.766], [2.706, 2.766, 4.355], [2.292, 2.024, 3.243], [2.251, 0.694, 3.391], [1.822, -0.067, 2.373], [2.554, 0.193, 1.134], [1.550, 0.750, -0.011], [0.497, 1.825, 0.551], [-1.335, -1.396, 6.650], [-1.635, -1.103, 4.866], [-2.929, -2.008, 5.795], [-1.407, -3.493, 4.225], [-1.194, -4.002, 6.060], [1.075, -3.625, 5.965], [0.932, -3.540, 4.136], [0.474, -0.737, 4.716], [1.172, -1.288, 6.378], [3.405, 0.215, 6.884], [3.505, 3.029, 6.609], [2.689, 3.908, 4.192], [3.497, 0.821, 1.252], [2.902, -0.840, 0.747], [2.143, 1.193, -0.896], [0.940, -0.131, -0.430], [-0.107, 1.410, 1.426], [-0.229, 2.168, -0.272], [1.100, 2.727, 0.920], [-2.974, 0.674, -2.707], [-1.979, -0.317, -3.344], [-2.570, -0.872, -4.660], [-2.630, 0.122, -5.816], [-1.554, 1.203, -5.748], [-0.308, 0.827, -4.915], [-0.751, 0.465, -3.564], [0.277, 0.137, -2.734], [0.558, 2.102, -4.831], [0.503, -0.255, -5.652], [-1.861, -1.527, -2.391], [-2.596, 1.053, -1.753], [-3.942, 0.197, -2.509], [-3.161, 1.537, -3.350], [-1.982, -1.737, -4.983], [-3.580, -1.265, -4.484], [-2.542, -0.430, -6.758], [-3.613, 0.602, -5.844], [-1.264, 1.484, -6.767], [-2.007, 2.105, -5.321], [0.043, 2.890, -4.272], [0.773, 2.495, -5.830], [1.518, 1.915, -4.343], [0.799, 0.100, -6.646], [-0.054, -1.184, -5.797], [1.424, -0.505, -5.118], [-2.837, -2.005, -2.253], [-1.513, -1.236, -1.397], [-1.180, -2.285, -2.788]],
  "mulliken_charge": [-0.92, -0.25, -0.60, -0.28, -0.38, 0.35, -0.47, -0.44, -0.24, -0.78, 0.88, -0.11, -0.56, 0.00, -0.91, 0.23, 0.22, 0.33, 0.23, 0.27, 0.23, 0.29, 0.30, 0.24, 0.42, 0.34, 0.32, 0.36, 0.32, 0.27, 0.06, 0.16, 0.29, 0.27, -1.58, 1.38, -1.34, -0.61, -1.36, 1.59, 0.69, -0.69, -1.88, -1.62, -1.70, 0.29, 0.37, 0.35, 0.34, 0.54, 0.33, 0.34, 0.53, 0.34, 0.40, 0.40, 0.34, 0.40, 0.32, 0.34, 0.39, 0.27, 0.40]
}

=====

No. 5
{
  "formula": "C16H28F12KN2O14S4",
  "method": "ωB97M-V/def2-TZVPD",
  "homo_ev": -7.2,
  "gap_ev": 9.07,
  "total_charge": -1,
  "species": ["K", "C", "F", "F", "F", "S", "O", "O", "N", "S", "O", "O", "C", "F", "F", "F", "C", "F", "F", "F", "S", "O", "O", "N", "S", "O", "O", "C", "F", "F", "F", "C", "O", "C", "C", "O", "C", "C", "O", "C", "H", "H", "H", "H", "H", "H", "H", "H", "H", "H", "H", "H", "H", "H", "C", "O", "C", "C", "O", "C", "C", "O", "C", "H", "H", "H", "H", "H", "H", "H", "H", "H", "H", "H", "H", "H", "H"],
  "coordinates": [[0.895, 0.262, 0.139], [-7.812, 0.089, -0.150], [-7.206, 1.203, 0.194], [-8.123, -0.559, 0.969], [-8.924, 0.365, -0.802], [-6.745, -1.080, -1.207], [-6.454, -2.251, -0.395], [-7.528, -1.330, -2.384], [-5.457, -0.069, -1.686], [-4.335, -0.252, -0.619], [-4.794, -0.019, 0.741], [-3.474, -1.438, -0.765], [-3.121, 1.208, -0.839], [-2.932, 1.412, -2.137], [-3.581, 2.295, -0.256], [-1.987, 0.836, -0.263], [4.142, 1.782, -2.163], [3.322, 1.653, -3.190], [5.340, 2.183, -2.568], [3.672, 2.747, -1.358], [4.360, 0.129, -1.170], [3.474, -0.801, -1.831], [5.783, -0.123, -1.246], [3.645, 0.538, 0.344], [4.934, 0.957, 1.164], [5.558, -0.188, 1.826], [5.820, 1.903, 0.550], [4.114, 1.971, 2.544], [3.402, 2.957, 1.946], [3.490, 1.200, 3.427], [5.084, 2.622, 3.214], [4.864, -3.971, -1.365], [3.512, -3.651, -1.660], [2.716, -3.760, -0.501], [1.255, -3.603, -0.832], [0.903, -2.225, -1.020], [-0.362, -2.146, -1.629], [-0.239, -1.262, -2.889], [0.202, -0.004, -2.481], [-0.073, 1.047, -3.372], [5.102, -3.644, -0.350], [5.527, -3.520, -2.095], [4.988, -5.061, -1.368], [2.963, -2.955, 0.207], [2.934, -4.721, -0.019], [0.693, -3.931, 0.052], [1.012, -4.185, -1.723], [-1.040, -1.613, -0.953], [-0.918, -3.061, -1.832], [-1.199, -1.221, -3.416], [0.532, -1.716, -3.530], [-1.108, 1.334, -3.548], [0.279, 0.759, -4.372], [0.469, 1.949, -3.092], [-0.004, -2.260, 3.844], [-0.087, -1.602, 2.578], [-1.361, -1.044, 2.258], [-1.527, 0.337, 2.847], [-0.673, 1.333, 2.285], [-1.111, 2.631, 2.623], [-0.445, 3.681, 1.772], [-1.003, 3.780, 0.483], [-0.298, 4.693, -0.338], [1.037, -2.229, 4.160], [-0.333, -3.275, 3.620], [-0.544, -1.718, 4.622], [-2.028, -1.729, 2.794], [-1.536, -1.019, 1.183], [-1.395, 0.402, 3.932], [-2.593, 0.507, 2.625], [-1.000, 2.896, 3.680], [-2.192, 2.702, 2.441], [0.634, 3.501, 1.728], [-0.713, 4.607, 2.300], [-0.522, 5.724, -0.040], [-0.640, 4.609, -1.369], [0.761, 4.429, -0.270]],
  "mulliken_charge": [0.79, 0.72, -0.21, -0.26, -0.24, 1.08, -0.57, -0.71, -0.56, 1.18, -0.70, -0.61, 0.48, -0.27, -0.21, -0.03, 0.66, -0.19, -0.23, -0.25, 0.74, -0.45, -0.59, -0.44, 0.85, -0.67, -0.61, 0.64, -0.24, -0.22, -0.24, -0.84, -0.29, -0.46, -0.71, 0.29, -0.32, -0.74, 0.29, -1.00, 0.37, 0.23, 0.32, 0.21, 0.57, 0.22, 0.37, -0.28, 0.46, 0.53, 0.29, 0.31, 0.29, 0.24, -0.89, -0.17, -0.13, -0.60, -0.05, -0.81, -0.39, -0.14, -0.78, 0.25, 0.30, 0.33, 0.48, -0.41, 0.41, 0.43, 0.38, 0.38, 0.20, 0.39, 0.28, 0.23, 0.33]
}

=====

No. 6
{
  "formula": "C9H16N",
  "method": "ωB97M-V/def2-TZVPD",
  "homo_ev": -13.1,
  "gap_ev": 10.46,
  "total_charge": 1,
  "species": ["C", "C", "C", "C", "C", "C", "N", "C", "C", "C", "H", "H", "H", "H", "H", "H", "H", "H", "H", "H", "H", "H", "H", "H", "H", "H"],
  "coordinates": [[-1.870, -1.999, -0.902], [-1.028, -0.998, -0.991], [-0.853, 0.350, -1.555], [-0.930, 1.520, -0.619], [-0.446, 1.024, 0.746], [0.009, 2.145, 1.662], [0.685, 0.058, 0.473], [0.919, -0.855, 1.608], [0.405, -0.684, -0.769], [1.553, -1.266, -1.517], [-1.588, -2.944, -0.471], [-2.878, -1.907, -1.269], [-0.807, 0.501, -2.619], [-0.303, 2.338, -0.980], [-1.953, 1.892, -0.538], [-1.237, 0.440, 1.223], [0.862, 2.677, 1.243], [0.271, 1.782, 2.652], [-0.801, 2.859, 1.782], [1.536, 0.616, 0.328], [1.093, -0.292, 2.521], [0.044, -1.492, 1.733], [1.786, -1.483, 1.411], [1.178, -1.801, -2.387], [2.104, -1.981, -0.901], [2.250, -0.497, -1.863]],
  "mulliken_charge": [-0.81, 0.03, -0.31, -0.72, -0.10, -1.42, 0.21, -0.80, 0.46, -1.53, 0.27, 0.28, 0.45, 0.40, 0.40, 0.29, 0.38, 0.41, 0.42, 0.53, 0.35, 0.37, 0.33, 0.40, 0.40, 0.34]
}

=====

No. 7
{
  "formula": "C6H10N4",
  "method": "ωB97M-V/def2-TZVPD",
  "homo_ev": [-8.6, -9.2],
  "gap_ev": [7.29, 7.84],
  "species": ["C", "C", "C", "C", "C", "C", "N", "N", "N", "N", "H", "H", "H", "H", "H", "H", "H", "H", "H", "H"],
  "coordinates": [[1.656, -0.170, 2.344], [0.263, -2.329, 0.385], [0.399, -0.496, 2.817], [0.976, 0.887, -1.211], [-0.855, 0.799, 0.423], [0.014, -0.028, -0.512], [2.609, 0.261, 1.875], [-0.149, -2.608, 1.987], [-0.076, -1.691, 2.713], [0.668, -1.017, 0.250], [1.034, -3.002, 0.331], [-0.546, -2.699, -0.230], [-0.035, -0.021, 3.763], [1.878, 0.888, -0.778], [1.132, 0.521, -2.316], [0.563, 1.933, -1.218], [-1.641, 0.117, 0.905], [-1.510, 1.666, 0.015], [-0.189, 1.189, 1.321], [-0.725, -0.299, -1.320]],
  "mulliken_charge": [0.76, -0.52, -0.56, -1.44, -1.08, 0.65, -0.51, -0.40, 0.31, -0.35, 0.44, 0.35, 0.25, 0.44, 0.28, 0.31, 0.29, 0.38, 0.18, 0.23]
}

=====

Computed ΔE to the lowest compared entry with this formula, charge and spin (kJ/mol) in order:
474.68, 162.45, 615.61, 1447.75, 211.22, 183.11, 628.23